(1)
ORCA calculation (ωB97M-V/def2-TZVPD) on a cluster of 3 separate species, C5H10O2 in total at a distorted geometry.

```
17
Properties=species:S:1:pos:R:3:forces:R:3
O -2.07699 0.89334 -0.01071 0.49 0.11 0.05
C -2.42078 -0.14630 0.60368 -0.18 -0.53 -0.36
O -2.16225 -1.32889 0.33080 0.16 0.11 -0.04
C 2.18993 0.32778 1.35567 -0.58 1.04 -1.37
C 2.46353 -0.10756 0.10260 1.42 -0.56 -0.88
C 1.78949 0.01014 -1.14235 -3.37 0.77 1.91
C 0.51683 0.73471 -1.28976 2.25 0.88 -0.01
H -3.07080 -0.00798 1.49730 -0.04 0.29 0.08
H 2.73752 -0.06062 2.18685 0.28 -0.09 0.34
H 1.46252 1.11953 1.52901 -0.20 -0.43 0.11
H 0.42235 -1.65622 0.64415 -0.01 -0.32 -0.24
H 3.31804 -0.74027 -0.05539 0.33 -0.53 0.66
H 0.08406 -1.92175 0.03411 0.01 -0.01 0.28
H 1.97801 -0.72132 -1.89915 0.79 -0.16 -0.50
H 0.47270 1.61536 -0.66278 -0.39 -0.26 0.67
H -0.35821 0.06554 -1.12362 -0.54 -0.04 0.32
H 0.45994 1.15382 -2.27392 -0.42 -0.26 -1.03
```
Forces are in eV/Å.

For the HOMO energy, the calculation gives -7.889 eV.

***

(2)
ORCA calculation (ωB97M-V/def2-TZVPD) on a structure of composition C41H58ClLuN4O17P2Si4 at a distorted geometry.

```
128
Properties=species:S:1:pos:R:3:forces:R:3
Lu 0.64100 1.75380 -1.17381 0.54 0.13 -0.83
O -2.79440 2.11783 -3.79815 -0.37 -0.18 -0.04
C -1.65809 2.16011 -3.36529 0.67 0.87 0.19
O -1.23398 1.50075 -2.29644 0.00 0.58 -1.24
C -0.58425 3.01548 -4.14306 -0.32 -0.45 3.21
C -0.61102 3.52656 -5.40980 -1.66 -0.61 -0.96
C 0.59196 3.72696 -6.06653 0.01 0.60 -0.09
C 1.78697 3.44166 -5.40792 -0.44 0.47 -0.67
C 1.73664 3.17507 -4.06894 2.86 -1.30 2.24
C 0.56581 3.28135 -3.31068 -1.99 0.78 -1.74
O 0.39931 3.64413 -2.07148 0.65 -0.47 -0.58
N 2.89371 2.61524 -3.38394 -1.47 1.29 -0.79
O 2.74690 2.24395 -2.13305 -0.86 -0.43 1.07
O 3.99623 2.48175 -3.94477 0.73 0.11 -0.50
N 0.55722 4.29673 -7.40844 -0.32 0.11 1.60
O 1.61029 4.28453 -8.02951 -0.67 0.30 -0.66
O -0.52148 4.80236 -7.76047 1.38 -0.42 -0.61
H -1.58186 3.72302 -5.91441 0.87 -0.59 0.28
H 2.74977 3.54636 -5.83974 0.59 -0.17 -0.55
C -5.13982 -1.38804 -0.30485 -1.24 1.04 -0.43
N -4.27960 -2.46870 0.09423 -0.24 -1.05 1.40
P -2.95132 -3.09951 -0.89519 0.92 0.53 -0.03
C -3.20891 -4.91902 -0.66793 -1.80 -0.07 -1.09
C -4.49231 -5.41366 -1.00709 -0.79 0.06 0.35
C -4.95103 -6.63840 -0.49975 0.85 -0.12 -0.50
C -4.08381 -7.40573 0.30572 0.82 1.43 -0.20
C -2.77418 -6.93757 0.59432 -1.24 -0.44 0.24
C -2.32916 -5.72719 0.04306 0.08 0.03 0.45
C -3.49571 -2.60385 -2.59485 0.31 1.12 -0.90
C -3.68350 -3.40006 -3.75079 -0.18 0.59 0.83
C -4.01769 -2.79000 -4.97433 -0.02 -0.93 0.84
C -4.33136 -1.45540 -5.03903 0.38 1.13 -0.47
C -4.07691 -0.60821 -3.95496 0.94 -1.53 0.87
C -3.49544 -1.17125 -2.79158 -1.26 -1.03 -0.70
P -4.41216 -3.11250 1.72509 1.40 0.61 -0.15
C -6.19062 -3.30678 1.99826 -1.78 -0.34 -0.13
C -6.71301 -4.62931 1.98196 0.94 0.28 -0.31
C -8.05558 -4.92294 1.95027 -0.87 0.26 -0.14
C -8.98487 -3.88370 2.07370 0.45 -0.24 -0.17
C -8.51410 -2.59059 2.23022 0.64 1.11 0.42
C -7.14981 -2.27997 2.13866 0.59 -0.20 0.36
C -4.02472 -1.66766 2.90234 -1.76 -0.09 -0.06
C -3.29719 -0.57046 2.44267 0.96 -1.37 0.40
C -2.94846 0.41684 3.35559 -0.74 0.43 -0.87
C -3.58713 0.47678 4.59255 1.24 2.09 0.93
C -4.34065 -0.56322 5.07473 -0.39 -1.27 -1.11
C -4.57701 -1.65496 4.22322 0.92 0.38 -1.25
H -5.76597 -1.07936 0.55590 0.52 -0.13 -0.54
H -4.60528 -0.48634 -0.64626 -0.11 -0.34 0.27
H -5.86745 -1.63181 -1.12358 0.66 -0.12 0.52
H -5.24100 -4.79516 -1.58821 1.18 -0.57 0.71
H -5.94657 -6.97452 -0.80846 0.35 -0.05 0.39
H -4.36624 -8.32499 0.77503 -0.44 -0.38 0.06
H -2.26542 -7.50629 1.40568 0.21 0.59 -1.11
H -1.32541 -5.34328 0.21963 -0.19 -0.08 0.27
H -3.58201 -4.48011 -3.65577 0.01 0.16 -0.21
H -4.05888 -3.38891 -5.86631 -0.13 -0.24 -0.20
H -4.60234 -1.01202 -6.01257 -0.05 -0.27 0.62
H -4.17977 0.45278 -4.01518 0.05 0.46 -0.09
H -3.14589 -0.50813 -2.01331 0.10 0.08 -0.03
H -6.05093 -5.48308 1.93288 0.41 0.16 -0.11
H -8.38985 -5.95711 1.78037 0.17 0.52 0.28
H -10.03691 -4.10486 2.00614 -0.24 0.09 0.22
H -9.11223 -1.72172 2.51899 -0.45 -0.55 -0.48
H -6.81574 -1.22009 2.24613 -0.39 -1.04 -0.04
H -2.84310 -0.64222 1.44124 -0.28 0.38 0.49
H -2.27992 1.17298 2.96779 -0.04 0.41 0.42
H -3.45560 1.40908 5.23384 0.05 -1.41 -0.84
H -4.73291 -0.55884 6.07146 -0.29 0.12 0.31
H -5.20035 -2.48907 4.49734 -0.09 -0.15 0.37
O 3.19438 -3.43156 -0.60363 -0.12 0.20 0.05
H 3.54061 -4.25204 -0.93716 0.26 -0.56 0.04
H 2.82155 -3.01810 -1.39908 0.01 0.54 -0.29
O 0.93472 -2.14746 0.29947 1.22 -0.43 -0.38
H 0.72572 -2.11020 -0.65621 0.00 0.11 0.38
H 1.80136 -2.65863 0.30111 -1.24 0.61 0.02
O 1.31689 0.53425 0.64039 -0.38 -1.35 0.88
H 0.92206 0.69870 1.53224 0.42 -0.21 -1.06
H 1.29285 -0.48779 0.47060 -0.10 1.18 0.45
O -1.18421 4.67932 1.21517 1.41 -1.39 0.13
Cl -0.31478 3.51648 1.27882 -0.57 -1.60 -0.45
O -0.94416 2.33081 0.54961 0.51 1.53 0.63
O -0.13027 3.04856 2.66764 0.23 1.10 -1.68
O 0.97513 3.71266 0.53998 -1.76 -0.30 1.61
O 2.22558 -2.00039 -2.88035 -0.15 1.58 -0.84
N 1.90119 -0.78512 -3.10690 -0.62 -0.48 1.38
O 2.11946 -0.18610 -4.14321 -0.30 -0.84 1.47
O 1.24149 -0.22564 -2.09306 0.70 -0.55 -1.40
C 3.95974 -0.23927 3.64688 -1.34 0.03 2.06
Si 4.05247 1.66012 3.66439 -0.33 -0.44 -0.55
C 5.64634 2.21628 4.53330 0.52 0.72 1.28
C 2.55186 2.35666 4.63678 0.55 0.30 0.26
Si 4.37404 2.15587 1.36833 -0.01 0.84 0.01
Si 4.78886 4.51975 1.00257 1.25 -1.25 -0.16
C 5.72004 5.22515 2.49052 -0.04 0.22 -0.26
C 6.13908 4.60789 -0.36847 -1.74 0.19 -0.25
C 3.24851 5.48100 0.67039 -0.44 -1.60 -1.47
Si 6.14256 0.84209 0.50981 0.61 -2.03 -0.14
C 7.83305 1.29210 1.33398 -0.22 0.02 -1.19
C 5.96359 -1.08086 0.90150 -1.36 1.17 -1.11
C 6.32443 0.89038 -1.39324 0.16 0.06 0.22
H 3.47002 -0.62269 2.76174 -0.04 -0.04 -0.25
H 3.41378 -0.70199 4.56952 1.04 0.83 -1.46
H 4.98706 -0.53021 3.65188 0.69 -0.69 0.00
H 5.53986 1.83360 5.57554 0.07 0.39 -0.30
H 5.76975 3.34815 4.59742 -0.36 -1.59 0.09
H 6.63979 1.83237 4.22103 -0.76 0.04 -0.37
H 2.73873 2.37999 5.74398 -0.09 -0.19 -0.91
H 1.58415 1.87700 4.43624 0.41 -0.07 -0.01
H 2.43537 3.39231 4.31767 -0.13 0.19 0.09
H 6.74998 5.38475 2.17403 0.21 -0.22 0.11
H 5.69752 4.57021 3.35608 -0.01 0.41 0.00
H 5.34091 6.22375 2.70424 -0.20 0.02 0.38
H 7.06522 4.13074 -0.15866 0.81 -0.44 0.65
H 6.32999 5.64740 -0.59844 0.15 0.44 -0.12
H 5.77602 4.13584 -1.27766 -0.21 0.04 -0.26
H 2.93767 5.22125 -0.39276 0.11 0.50 1.24
H 3.35709 6.51785 0.80771 0.32 1.49 -0.08
H 2.44958 5.14803 1.32652 0.01 -0.06 -0.03
H 7.74364 2.35175 1.50717 0.20 0.54 0.68
H 8.59379 1.24529 0.51667 -0.26 -0.43 0.76
H 8.10017 0.72149 2.24412 -0.10 0.39 -0.58
H 6.71700 -1.65230 0.35262 -0.21 0.07 -0.21
H 4.90931 -1.41933 0.66055 1.30 0.11 0.14
H 6.14537 -1.23203 1.93391 0.08 -0.27 1.16
H 5.50678 0.31505 -1.85658 0.09 0.40 0.17
H 7.27786 0.44651 -1.79255 -0.68 0.52 0.62
H 6.22457 1.94078 -1.69677 0.07 -0.37 -0.39
```
Forces are in eV/Å.

As for the net charge: -2. For the HOMO energy (alpha / beta), the calculation gives -0.924 / -3.011 eV.

***

(3)
ORCA calculation (ωB97M-V/def2-TZVPD) on the molecule C3H6N2O at a distorted geometry.

```
12
Properties=species:S:1:pos:R:3:forces:R:3
C 0.83968 1.56413 0.16004 -0.07 -0.11 0.00
N 0.32783 0.45012 -0.61982 -0.87 0.18 -0.43
N 0.75540 -0.76771 -0.17290 0.46 -0.15 0.07
C -0.38234 -1.64535 -0.27662 -0.26 0.36 0.36
C -1.49084 -0.89370 -0.20293 0.25 -0.14 -0.70
O -1.31515 0.42278 -0.33616 0.88 -0.09 0.67
H 1.87896 1.72088 -0.13264 -0.03 -0.06 -0.01
H 0.77658 1.39217 1.24255 -0.01 -0.02 -0.05
H 0.26751 2.44853 -0.10646 0.01 -0.04 0.02
H 1.12049 -0.74072 0.78756 -0.33 0.09 0.03
H -0.26907 -2.71181 -0.24010 -0.02 -0.04 0.04
H -2.50905 -1.23931 -0.10251 0.00 0.02 0.00
```
Forces are in eV/Å.

The SMILES is CN1NC=CO1. For the HOMO energy, the calculation gives -7.849 eV.

***

The records above yield energy relative to the best compared isomer or geometry (same formula, charge and spin) values of 151.2; 0.0; 104.4 kcal/mol, respectively.